--- a ---
This record from OMol25 describes a 3-piece molecular cluster, C3H9O4 overall. The level of theory is ωB97M-V/def2-TZVPD.

Its HOMO energy is -4.9 eV. As for the orbital gap: 8.89 eV.

```
! RIJCOSX wB97M-V def2-TZVPD def2/J DEFGRID3
* xyz -1 1
H -2.747 1.359 -0.411
O 2.144 2.500 0.908
H -0.038 -2.277 0.623
H -1.313 -1.161 0.012
C -0.245 -1.391 0.020
H 2.432 1.567 0.926
C 0.508 -0.166 0.576
O -0.180 0.838 0.876
H 1.072 -1.104 -1.659
C 0.239 -1.753 -1.412
O 1.745 -0.313 0.725
H -2.101 2.009 0.757
H 1.256 2.329 1.277
H 0.752 -2.710 -1.409
H -0.547 -1.642 -2.159
O -2.977 1.914 0.349
*
```

Atom charges from the natural (NBO) analysis, given in e for atoms 1 to 8:
1 H 0.465
2 O -1.009
3 H 0.199
4 H 0.192
5 C -0.511
6 H 0.493
7 C 0.777
8 O -0.819



--- b ---
This record from OMol25 describes a 3-piece molecular cluster, C3H9O4 overall. The level of theory is ωB97M-V/def2-TZVPD.

Its HOMO energy is -3.6 eV. As for the orbital gap: 3.80 eV.

```
! RIJCOSX wB97M-V def2-TZVPD def2/J DEFGRID3
* xyz -1 1
C 0.351 -1.110 -0.652
C 1.697 -0.645 -0.586
H 2.273 -0.871 -1.487
H -0.665 0.686 -1.251
H -4.234 1.590 0.487
O -0.625 0.538 0.757
H 2.328 -1.066 0.237
H 1.811 0.429 -0.385
O -3.532 0.947 0.589
C -0.744 -0.157 -0.527
H -2.695 -0.147 -0.117
H 0.058 0.070 1.252
H 3.034 1.388 2.238
O -1.992 -0.616 -0.698
H 0.219 -1.958 -1.315
O 2.718 0.920 1.458
*
```

Atom charges from the natural (NBO) analysis, given in e for atoms 1 to 8:
1 C 0.251
2 C -0.786
3 H 0.247
4 H 0.240
5 H 0.422
6 O -0.650
7 H 0.355
8 H 0.332



Which structure is the least stable? The one labeled b.



--- a ---
This record from OMol25 describes C45H59F6InN3OP2SSi as an isolated structure. The level of theory is ωB97M-V/def2-TZVPD.

Its HOMO energy is -4.4 eV. As for the orbital gap: 6.35 eV.

```
! RIJCOSX wB97M-V def2-TZVPD def2/J DEFGRID3
* xyz -1 1
C 2.486 0.224 -2.277
F -3.692 -9.298 0.413
H -0.492 2.378 -6.418
Si 2.353 -1.269 0.204
F 0.090 -6.507 0.052
H 0.998 1.574 6.263
H 0.529 -2.067 4.342
C -1.053 2.507 1.943
H 4.584 -1.591 0.953
C 2.445 0.520 0.936
P 0.181 0.039 2.713
C 1.189 2.944 -1.601
H 3.773 -3.226 0.581
H -1.423 -1.322 -4.925
H -0.090 -2.558 6.797
H -0.763 3.530 -2.453
H -2.101 0.961 -3.043
H -1.320 -1.824 5.781
C -2.490 0.448 1.860
N 0.138 -3.085 -3.585
H -4.266 1.541 2.555
H 4.286 0.985 -0.175
H -1.823 0.147 -6.913
N -0.091 -3.885 1.798
C -2.267 3.429 1.692
H 4.320 -0.167 -5.139
C -0.650 -0.442 7.208
C -3.964 -6.937 0.179
C -3.417 -5.714 -0.094
H 0.589 -0.194 -3.903
H -2.811 2.393 -0.107
H 3.550 -2.339 2.139
C 3.940 2.457 1.287
H -4.085 -2.737 -2.042
H -5.543 -2.173 -2.386
H -0.427 2.736 -4.226
H -2.106 0.060 0.871
C 0.174 1.864 -4.524
H -0.277 3.110 2.452
H 1.742 -1.650 5.560
C 2.356 5.032 -2.536
H 1.245 2.613 3.391
H 1.209 2.122 -4.616
F -4.244 -4.657 -0.114
C -0.311 -1.615 6.265
P 0.876 1.074 -1.858
C 3.832 -1.826 -2.196
C 4.022 -0.387 -4.093
F -5.313 -7.097 0.323
H -0.312 5.827 -2.536
C 3.104 2.924 2.324
C 3.624 1.260 0.630
H -1.936 4.335 1.218
H 2.996 1.419 -3.993
H 1.908 5.488 -3.436
H -2.697 -0.436 2.463
H -2.754 3.747 2.634
H -1.521 -0.615 -2.597
C -0.013 -4.622 2.697
H 5.005 -2.316 -3.852
F -0.936 -8.905 0.697
N -4.861 -2.215 -1.616
C -1.016 0.812 6.467
H -4.487 0.748 1.018
H -4.159 3.250 0.708
H 0.181 -0.182 7.898
H -5.307 -2.834 -0.940
C 1.947 2.224 2.651
C 3.721 -2.264 1.089
C 3.197 0.523 -3.501
H -1.508 -0.818 7.752
C 2.885 -0.921 -1.572
H -1.644 1.407 3.618
H 0.386 0.861 -6.419
H 4.860 2.965 1.040
H 0.300 -2.873 -4.573
C 1.596 1.002 2.003
H -3.036 -0.542 -4.771
F 2.106 -4.518 -0.118
C 4.295 -1.590 -3.466
C -1.410 0.166 -3.368
S 0.048 -5.662 3.906
C 0.715 -1.369 5.174
C -1.914 -0.342 -4.796
C 0.680 0.047 4.617
C 0.272 -3.182 -2.431
C 1.540 5.760 -1.423
C -1.255 -6.721 -0.051
H 1.555 3.001 -0.599
H -0.637 5.817 -0.789
H -0.554 2.284 0.990
C 0.071 5.388 -1.582
C -2.056 -5.588 -0.386
H -0.082 2.076 4.925
C -1.691 0.677 -5.949
H -1.994 0.692 5.925
H -0.653 3.595 -0.605
H 3.410 5.269 -2.574
H 1.948 5.485 -0.434
H 2.262 3.064 -3.495
C -3.725 1.309 1.579
H 3.377 3.872 2.849
O -1.564 -4.433 -0.837
H 3.238 3.108 -2.010
H -2.537 1.361 -5.909
C -1.792 -7.913 0.299
C -0.151 3.801 -1.574
C -3.292 2.615 0.853
C 0.159 1.214 5.572
C 2.292 3.469 -2.484
C 0.053 0.704 -3.488
H 1.670 6.814 -1.523
H 4.158 -2.693 -1.589
In 0.419 -3.487 -0.206
H -1.256 1.669 7.125
H 1.752 0.329 4.436
C -3.158 -8.105 0.270
C -0.347 1.437 -5.875
C -1.364 1.212 2.605
*
```

Atom charges from the Mulliken analysis, given in e for atoms 1 to 8:
1 C -0.012
2 F -0.324
3 H 0.370
4 Si 1.097
5 F -0.251
6 H 0.414
7 H -0.161
8 C 0.093



--- b ---
This record from OMol25 describes C45H59F6InN3OP2SSi as an isolated structure. The level of theory is ωB97M-V/def2-TZVPD.

Its HOMO energy (spin up / spin down) is -4.5 / -4.5 eV. As for the orbital gap (spin up / spin down): 6.80 / 6.80 eV.

```
! RIJCOSX wB97M-V def2-TZVPD def2/J DEFGRID3
* xyz -1 1
C 10.949 13.156 18.825
C 15.015 16.799 12.972
F 12.295 11.277 19.181
C 13.444 8.120 11.751
H 16.727 10.447 12.938
H 7.437 8.868 14.122
H 17.480 13.662 14.881
C 12.141 12.497 18.621
H 7.695 13.190 14.705
C 15.108 13.854 8.922
N 15.820 7.676 15.516
C 8.283 12.296 14.495
H 18.715 16.386 14.170
C 11.633 7.456 10.367
C 17.002 14.337 12.924
H 8.898 9.346 14.915
H 7.239 11.723 8.049
H 15.276 14.622 8.175
C 10.846 14.430 18.277
H 14.700 17.434 13.843
H 10.385 14.324 7.699
H 13.189 6.141 11.015
H 7.055 10.923 15.673
C 14.769 17.666 11.718
H 17.029 15.281 12.327
C 14.619 11.997 10.953
C 8.833 9.876 12.859
H 8.684 12.938 6.547
H 20.333 13.827 14.055
C 9.785 13.619 8.303
C 17.471 14.639 14.356
C 13.216 13.000 17.890
H 11.145 6.719 9.740
H 20.116 13.550 11.594
C 12.939 15.319 12.288
C 10.682 13.013 9.389
H 20.741 15.311 13.315
H 10.087 9.016 10.090
F 10.050 12.670 19.687
H 14.364 7.821 12.280
H 11.694 12.891 8.992
H 12.148 15.527 13.029
C 18.844 15.312 14.445
H 8.989 14.180 8.767
F 12.153 12.895 15.186
C 15.098 13.274 11.251
H 16.754 15.281 14.878
H 19.200 14.964 11.426
H 10.755 13.665 10.234
H 9.004 12.302 15.308
H 14.350 12.383 7.567
H 10.062 11.926 6.909
C 12.346 9.079 15.598
H 19.283 15.252 15.473
C 9.002 12.445 13.133
H 12.656 18.174 11.991
Si 14.333 10.702 12.292
F 9.725 15.108 18.474
C 13.037 9.463 11.765
In 13.727 11.849 14.581
C 12.809 16.205 11.033
H 13.207 18.195 10.318
H 16.058 7.086 16.341
H 15.879 15.141 10.517
C 18.010 13.348 12.332
P 11.024 11.354 11.460
C 14.406 11.640 9.592
P 15.199 13.791 12.965
C 14.597 12.603 8.592
C 8.309 11.517 8.164
H 11.731 16.214 10.751
H 16.663 11.453 16.881
C 8.134 9.728 14.219
H 13.408 15.800 10.206
H 8.433 10.510 7.741
H 8.273 10.591 10.110
H 10.449 10.982 13.720
H 9.690 13.270 13.217
C 9.781 11.120 12.819
F 11.843 16.272 17.137
C 14.261 15.455 13.136
H 12.786 14.287 11.933
S 11.584 7.701 15.476
N 15.970 11.426 16.163
C 15.914 9.752 12.675
C 10.214 11.603 9.792
C 19.876 14.649 13.481
C 11.049 8.711 10.544
H 8.090 9.893 12.038
H 6.529 11.128 14.014
C 12.776 7.125 11.028
C 13.292 17.650 11.264
H 9.444 8.995 12.682
O 14.371 12.231 17.685
H 15.075 18.689 12.005
C 19.336 14.139 12.128
F 14.138 14.852 16.776
N 12.991 10.110 15.729
H 13.897 15.441 14.185
H 17.647 12.985 11.373
C 8.647 11.484 9.665
H 14.019 10.633 9.398
C 14.809 11.901 16.418
C 13.086 14.314 17.466
H 8.168 12.309 10.177
C 11.924 15.015 17.625
H 18.176 12.516 13.022
H 15.774 9.026 13.486
H 14.915 7.330 15.199
C 9.228 12.490 7.389
H 15.440 17.341 10.912
C 7.423 11.012 14.642
C 11.741 9.695 11.270
H 16.101 16.689 13.101
H 15.656 8.619 15.913
H 16.243 9.247 11.765
H 8.247 12.711 12.359
C 15.439 14.179 10.243
H 10.698 10.902 9.101
*
```

Atom charges from the Mulliken analysis, given in e for atoms 1 to 8:
1 C 0.203
2 C -0.742
3 F -0.377
4 C -0.347
5 H -0.196
6 H 0.400
7 H 0.368
8 C 0.455



Which structure is the least stable? The one labeled a.



--- a ---
This record from OMol25 describes the molecule C2H4N2S. The level of theory is ωB97M-V/def2-TZVPD.

Its HOMO energy (spin up / spin down) is -7.3 / -7.3 eV. As for the orbital gap (spin up / spin down): 5.30 / 5.30 eV.

```
! RIJCOSX wB97M-V def2-TZVPD def2/J DEFGRID3
* xyz 0 1
C -0.106 0.319 0.610
H 0.524 0.932 1.219
H 0.706 -1.621 1.206
H -1.048 0.052 0.992
N 0.531 -1.069 -0.791
H 0.630 0.974 -1.436
C -0.051 0.375 -0.942
S -1.736 0.963 -1.392
N 0.549 -0.926 0.535
*
```

Atom charges from the natural (NBO) analysis, given in e for atoms 1 to 8:
1 C -0.257
2 H 0.221
3 H 0.410
4 H 0.253
5 N 0.061
6 H 0.225
7 C -0.252
8 S -0.457



--- b ---
This record from OMol25 describes the molecule C2H4N2S. The level of theory is ωB97M-V/def2-TZVPD.

Its HOMO energy is -9.3 eV. As for the structure (SMILES): CN(S)C#N. As for the orbital gap: 9.39 eV.

```
! RIJCOSX wB97M-V def2-TZVPD def2/J DEFGRID3
* xyz 0 1
H -0.818 1.495 -0.401
H -0.158 -2.068 1.048
S 0.625 -1.923 -0.123
H -1.466 -0.084 -0.941
H -1.553 0.233 0.846
N 0.392 -0.118 -0.140
C 1.484 0.645 -0.152
N 2.384 1.347 0.004
C -0.890 0.473 -0.141
*
```

Atom charges from the natural (NBO) analysis, given in e for atoms 1 to 8:
1 H 0.230
2 H 0.127
3 S 0.193
4 H 0.204
5 H 0.188
6 N -0.581
7 C 0.402
8 N -0.366



Which structure is the least stable? The one labeled a.



--- a ---
This record from OMol25 describes a 2-piece molecular cluster, C2H4N2S overall. The level of theory is ωB97M-V/def2-TZVPD.

Its HOMO energy is -9.5 eV. As for the orbital gap: 9.15 eV.

```
! RIJCOSX wB97M-V def2-TZVPD def2/J DEFGRID3
* xyz 0 1
C 0.095 0.396 -0.077
H -0.258 1.014 0.789
H 2.000 0.266 0.661
H -1.406 1.668 -1.608
C -1.288 -1.031 1.100
S -0.514 0.599 -1.782
N 1.286 -0.181 0.023
H 1.689 -0.726 -0.672
N -1.605 -2.005 1.566
*
```

Atom charges from the natural (NBO) analysis, given in e for atoms 1 to 8:
1 C 0.018
2 H 0.281
3 H 0.415
4 H 0.172
5 C -0.044
6 S 0.048
7 N -0.762
8 H 0.400



--- b ---
This record from OMol25 describes a 2-piece molecular cluster, C2H4N2S overall. The level of theory is ωB97M-V/def2-TZVPD.

Its HOMO energy is -9.4 eV. As for the structure (SMILES): N#CC=S.N. As for the orbital gap: 8.16 eV.

```
! RIJCOSX wB97M-V def2-TZVPD def2/J DEFGRID3
* xyz 0 1
S -2.768 1.309 0.277
C -1.126 -0.779 0.445
H 1.573 0.626 -1.265
H -0.430 1.013 0.647
N 1.473 0.000 -0.466
C -1.394 0.577 0.462
H 2.171 0.167 0.303
H 1.736 -0.986 -0.688
N -1.236 -1.928 0.285
*
```

Atom charges from the natural (NBO) analysis, given in e for atoms 1 to 8:
1 S 0.203
2 C 0.221
3 H 0.377
4 H 0.237
5 N -1.106
6 C -0.432
7 H 0.369
8 H 0.378



Which structure is the least stable? The one labeled a.